P.
20
Properties=species:S:1:pos:R:3:mulliken_charge:R:1 method="wB97M-V/def2-TZVPD" homo_ev=-9.255 orbital_gap_ev=9.80 smiles="C[C@@H](N)CNC=O.O"
N 0.326 1.458 0.753 -0.11
H 0.015 -0.322 -1.353 0.37
H -1.388 -2.689 1.035 0.23
H 0.743 -1.656 -0.557 0.41
H -0.555 0.304 2.331 0.24
H -0.763 -1.945 -1.248 0.41
C -0.651 2.334 0.409 -0.05
C -0.996 -0.710 0.560 0.41
C -0.195 -1.178 -0.722 -1.53
N -1.526 -1.781 1.406 -0.61
O -1.836 2.110 0.570 -0.51
H -0.501 3.154 -0.345 0.38
H 3.522 -0.717 -3.495 0.30
H 1.279 1.710 0.871 0.22
O 3.880 -1.554 -3.397 -0.63
C -0.046 0.168 1.372 -0.75
H -2.475 -1.511 1.577 0.26
H 4.435 -1.630 -2.608 0.32
H -1.800 -0.088 0.079 0.25
H 0.868 -0.478 1.507 0.39



Q.
20
Properties=species:S:1:pos:R:3:mulliken_charge:R:1 method="wB97M-V/def2-TZVPD" homo_ev=-8.884 orbital_gap_ev=9.37 smiles="CN(C)C(=O)CN.O"
H -1.636 -2.661 0.425 0.28
C -1.659 -1.610 0.024 -0.86
C -0.145 -0.386 -1.677 -1.05
H 2.507 -0.291 1.272 0.36
N 2.100 1.017 -0.358 -0.56
H -0.397 0.696 -1.665 0.27
H -2.318 -1.426 -0.854 0.33
O -1.789 2.480 0.001 -0.61
H 1.114 1.464 -0.540 0.20
H -1.728 3.209 -0.700 0.32
H 2.234 -0.977 -0.423 0.33
H -2.153 -1.114 0.913 0.27
H 0.842 -0.399 -2.184 0.39
N -0.264 -1.139 -0.416 0.07
C 1.927 -0.256 0.342 -0.71
H 2.495 1.684 0.226 0.29
H -2.614 2.645 0.539 0.29
C 0.437 -0.601 0.682 0.58
H -0.866 -0.768 -2.434 0.40
O 0.078 -0.492 1.827 -0.59



P is preferred energetically. Next in line: 0.614 eV higher.



P.
13
Properties=species:S:1:pos:R:3:mulliken_charge:R:1 method="wB97M-V/def2-TZVPD" homo_ev=-9.185 orbital_gap_ev=9.94 smiles="C=CO.CS"
H -1.258 0.406 1.556 0.36
H 1.361 -0.975 2.476 0.34
H 0.001 -1.141 0.084 0.25
O 0.328 -1.651 0.837 -0.47
C 0.472 -0.797 1.887 0.04
H 0.008 1.768 -2.379 0.32
C 0.177 0.851 -1.802 -0.66
H 1.248 0.708 -1.635 0.26
H -1.493 -0.766 -2.330 0.12
H -0.374 0.987 -0.877 0.18
S -0.223 -0.583 -2.721 -0.21
C -0.368 0.222 2.141 -0.74
H 0.123 0.970 2.763 0.21



Q.
13
Properties=species:S:1:pos:R:3:mulliken_charge:R:1 method="wB97M-V/def2-TZVPD" homo_ev=-9.334 orbital_gap_ev=10.07 smiles=CSCCO
C -1.897 0.734 -0.144 -0.72
C 0.492 -0.916 0.324 -0.77
S -0.988 -0.785 -0.754 -0.09
H 0.711 -2.055 -0.008 0.29
H 1.219 1.018 0.714 0.18
H 2.432 -0.174 0.799 0.35
H -1.857 0.703 1.027 0.23
O 2.008 0.240 -1.160 -0.50
H -1.582 1.722 -0.431 0.29
C 1.602 0.106 0.231 -0.21
H 0.062 -1.157 1.366 0.37
H -3.122 0.505 -0.485 0.25
H 0.922 0.060 -1.480 0.32



P is preferred energetically. Next in line: 0.784 eV higher.



P.
13
Properties=species:S:1:pos:R:3:mulliken_charge:R:1 method="wB97M-V/def2-TZVPD" homo_ev=-9.022 orbital_gap_ev=9.99 smiles=COCCS
H -2.332 -0.233 -1.009 0.32
H 1.950 1.620 -0.067 0.34
H -2.147 -1.824 -0.088 0.23
C 0.113 0.597 -0.314 -0.11
C -2.045 -0.693 -0.112 -0.68
S 2.694 -0.693 -0.177 -0.19
H 0.412 0.667 -1.392 0.26
C 1.510 0.602 0.245 -0.86
O -0.658 -0.407 0.196 -0.27
H -0.260 1.624 0.049 0.23
H 2.223 -1.511 0.762 0.12
H 1.451 0.633 1.338 0.37
H -2.912 -0.383 0.570 0.25



Q.
13
Properties=species:S:1:pos:R:3:mulliken_charge:R:1 method="wB97M-V/def2-TZVPD" homo_ev=-8.988 orbital_gap_ev=9.94 smiles="CC=O.CS"
H 0.698 3.919 -3.066 0.31
H -0.416 -3.916 3.696 0.24
C 1.089 1.711 -2.725 0.15
H 1.282 1.723 -1.635 0.32
H -0.523 -2.279 4.259 0.27
C 1.265 3.063 -3.419 -0.83
H 2.330 3.275 -3.289 0.24
H 1.105 2.723 -4.450 0.27
S -2.097 -2.728 2.478 -0.19
O 0.766 0.694 -3.270 -0.45
H -1.859 -3.533 4.645 0.26
C -1.127 -3.132 3.951 -0.68
H -2.513 -1.519 2.825 0.10



R.
13
Properties=species:S:1:pos:R:3:mulliken_charge:R:1 method="wB97M-V/def2-TZVPD" homo_ev=-9.101 orbital_gap_ev=9.53 smiles=OCCCS
C -1.408 0.070 -0.799 -0.46
H -2.176 -0.684 -1.161 0.27
H -0.518 -0.920 1.162 0.44
O 1.676 -0.164 1.660 -0.49
H 0.466 -1.244 0.035 0.23
S -0.162 0.590 -2.063 -0.26
H 1.979 -0.640 0.751 0.32
H 1.329 1.452 0.182 0.28
H -0.048 1.247 1.631 0.24
C 0.670 0.690 0.839 -0.22
H -2.044 0.831 -0.446 0.35
H 0.582 -0.831 -2.035 0.16
C -0.348 -0.397 0.243 -0.85



Q is preferred energetically. Next in line: 0.731 eV higher.



P.
14
Properties=species:S:1:pos:R:3:mulliken_charge:R:1 method="wB97M-V/def2-TZVPD" homo_ev=-9.940 orbital_gap_ev=10.61 smiles="NC(=O)N1C[C@H]1C=O"
H 0.640 1.145 -0.594 0.31
O -0.960 1.222 -2.622 -0.45
H -0.478 1.023 2.947 0.26
N -0.760 0.376 2.192 -0.44
C 0.999 -1.069 -0.579 -0.47
C 0.111 0.166 -0.827 0.31
H 0.887 -1.951 -1.181 0.27
O 1.441 -0.181 1.799 -0.59
H 1.984 -0.892 -0.182 0.26
H -1.488 -0.639 -2.148 0.35
N -0.209 -0.732 0.268 -0.44
H -1.632 0.629 1.681 0.26
C -0.849 0.240 -1.957 -0.31
C 0.243 -0.196 1.504 0.67



Q.
14
Properties=species:S:1:pos:R:3:mulliken_charge:R:1 method="wB97M-V/def2-TZVPD" homo_ev=-10.585 orbital_gap_ev=10.92 smiles="N#C[C@@H](O)CC(N)=O"
C 0.256 -1.045 -0.104 0.56
O 0.194 -0.896 -1.476 -0.55
C 0.564 1.516 0.266 0.51
O 1.514 1.596 -0.530 -0.59
H 0.501 -0.010 -1.840 0.35
H -1.010 0.480 -0.355 0.36
H 1.284 -1.421 0.062 0.29
N -1.558 -2.973 0.295 -0.45
C -0.830 -2.080 0.140 0.09
H -0.655 0.097 1.668 0.33
C -0.269 0.216 0.532 -0.95
N -0.065 2.640 0.946 -0.50
H -0.829 2.118 1.479 0.23
H 0.078 3.823 1.337 0.33



P is preferred energetically. Next in line: 1.849 eV higher.



P.
14
Properties=species:S:1:pos:R:3:mulliken_charge:R:1 method="wB97M-V/def2-TZVPD" homo_ev=-8.201 orbital_gap_ev=8.89
H -3.261 0.438 -0.029 0.28
O -0.804 -1.886 -0.192 -0.14
H 2.308 0.402 -0.741 0.30
H -0.369 2.319 0.565 0.25
C -1.057 0.395 0.177 0.30
H 2.628 -0.047 1.316 0.24
N -2.153 -1.463 0.010 -0.45
C -2.300 -0.219 0.136 -0.26
N -0.380 1.587 -0.155 -0.53
C 2.305 -0.424 -0.021 -0.65
H -0.959 1.984 -0.974 0.26
H 3.131 -1.188 -0.225 0.26
C -0.146 -0.728 0.123 0.53
O 1.057 -1.169 0.008 -0.39



Q.
14
Properties=species:S:1:pos:R:3:mulliken_charge:R:1 method="wB97M-V/def2-TZVPD" homo_ev=-10.868 orbital_gap_ev=11.39 smiles="C[C@@](O)(C#N)C(N)=O"
O 0.498 0.142 -2.420 -0.59
N 0.273 2.997 0.957 -0.48
C 0.701 0.199 -1.223 0.44
H -1.311 1.336 -1.959 0.37
H -1.338 0.481 1.422 0.46
H -1.393 -1.035 0.315 0.34
C 0.093 1.966 0.503 0.01
N 1.788 -0.228 -0.518 -0.35
C -0.355 0.831 -0.198 1.06
H 2.600 -0.575 -0.921 0.24
H -0.030 -0.719 1.278 0.28
O -1.539 1.366 -0.966 -0.58
C -0.918 -0.156 0.737 -1.41
H 1.956 0.288 0.308 0.22



Q is preferred energetically. Next in line: 4.446 eV higher.